188
Properties=species:S:1:pos:R:3:mulliken_charge:R:1 method="wB97M-V/def2-TZVPD" orbital_gap_ev=8.4861 fmax_ev_per_a=4.14 total_charge=0
C -2.00318 -6.44935 1.53819 -0.3414
O -1.82754 -6.79170 0.22820 -0.3398
C -2.54521 -6.43142 -0.82195 0.7822
O -3.54388 -5.71704 -0.74006 -0.5596
O -1.95937 -6.87391 -1.98461 -0.3445
C -2.53789 -6.55644 -3.20297 -0.3849
H -1.97434 -7.25361 2.27333 0.3539
H -2.95662 -5.94032 1.67936 0.2047
H -1.16636 -5.79934 1.79378 -0.0368
H -3.55008 -6.84868 -3.48258 0.2790
H -2.00986 -6.95820 -4.06778 0.3650
H -2.59017 -5.47370 -3.31715 -0.0139
C 0.80349 -0.22710 5.77812 -0.3281
O 1.31814 0.99742 6.30236 -0.4619
C 1.23326 2.12466 5.62606 0.5870
O 0.83635 2.35106 4.48067 -0.0215
O 1.70526 3.08360 6.42540 -0.4577
C 1.51191 4.48572 6.18105 -0.1357
H 1.47740 -0.97142 6.20231 0.4010
H 0.84555 -0.26462 4.68958 0.1518
H -0.24970 -0.42781 5.97459 0.0773
H 2.37051 4.87764 5.63580 -0.0053
H 1.56772 4.90705 7.18478 0.3266
H 0.57992 4.74950 5.68115 0.0039
C 1.79132 -5.99675 1.01685 -0.6229
O 1.14815 -6.94167 1.87380 -0.2528
C 1.52241 -7.15057 3.07205 0.9203
O 2.47554 -6.62276 3.60095 -0.6000
O 0.76251 -8.18740 3.58587 -0.2880
C 0.89921 -8.50449 4.95349 -0.6061
H 2.26939 -5.17533 1.55052 0.4004
H 1.05941 -5.53563 0.35369 0.0099
H 2.41273 -6.42203 0.22876 0.4021
H 1.92913 -8.80410 5.14737 0.2891
H 0.22567 -9.35548 5.05478 0.2218
H 0.60549 -7.63480 5.54126 0.2069
C 2.98390 1.41429 -7.44739 -1.0532
O 2.40820 1.28636 -6.19612 -0.0001
C 1.18785 1.68047 -5.92528 0.4263
O 0.26974 1.89892 -6.72221 -0.6494
O 1.10979 1.82537 -4.62117 0.3212
C -0.15928 2.06225 -4.03386 -0.1774
H 2.55246 0.50247 -7.86034 0.4198
H 4.07164 1.43594 -7.51419 0.2325
H 2.52844 2.14713 -8.11342 0.3413
H 0.01776 1.67661 -3.02985 -0.1070
H -1.04386 1.56779 -4.43529 -0.1579
H -0.28923 3.14312 -4.08806 0.4226
C -2.04902 7.09087 5.91976 -0.7262
O -1.68620 6.35797 4.75743 -0.2618
C -2.33116 6.58290 3.63725 0.6164
O -3.33164 7.28891 3.52319 -0.6051
O -1.72904 5.82510 2.65061 -0.4004
C -0.75034 4.74391 2.92763 0.6134
H -1.35763 6.87241 6.73360 0.2383
H -3.01248 6.81339 6.34736 0.3145
H -2.00989 8.15326 5.67914 0.3194
H 0.20565 5.19139 3.19954 -0.1981
H -0.47231 4.23600 2.00414 -0.1056
H -1.03169 4.08410 3.74836 0.0938
C -4.77973 0.63598 1.92239 -0.6275
O -4.27630 0.36625 3.22892 -0.3799
C -3.29010 1.21665 3.75941 0.8242
O -2.69579 2.12616 3.21766 -0.4199
O -3.20057 0.86469 5.05937 -0.3632
C -2.27284 1.46223 5.88326 -0.3415
H -5.40072 -0.22815 1.68626 0.1532
H -4.03330 0.84124 1.15505 0.2405
H -5.45967 1.48506 1.99203 0.4381
H -2.79053 2.21003 6.48401 0.3180
H -1.48370 1.88288 5.26005 -0.0900
H -1.77795 0.79725 6.59106 0.3522
C -8.11403 -5.46633 -2.04277 -0.2160
C -7.20346 -5.52339 -3.07992 -0.8792
C -6.04040 -4.73949 -3.04108 0.0185
C -5.81387 -3.84407 -1.98290 -0.1621
C -6.72044 -3.86335 -0.94815 -0.0138
C -7.89154 -4.69457 -0.94822 -0.9649
N -4.60723 -2.99352 -1.89633 1.3542
O -3.76522 -3.14159 -2.74806 -0.5044
O -4.55719 -2.12704 -1.06117 -0.6442
H -8.99884 -6.08551 -2.05432 0.3934
H -7.39968 -6.05508 -3.99928 0.4046
H -5.34089 -4.88231 -3.85144 0.4813
H -6.53502 -3.20854 -0.10956 0.3286
H -8.59411 -4.56896 -0.13766 0.4204
C 5.83523 5.32837 4.41588 -0.1576
C 5.03156 4.44363 5.14711 -0.8846
C 4.38888 3.46530 4.46299 -0.1462
C 4.46250 3.35157 3.02159 -0.2929
C 5.28919 4.22985 2.38870 0.0528
C 6.01300 5.19138 3.09004 -0.8385
N 3.72151 2.30505 2.28207 0.8737
O 3.21320 1.38516 2.88810 -0.5056
O 3.63578 2.34334 1.03942 -0.4695
H 6.28719 6.13781 4.96991 0.3853
H 4.98742 4.58259 6.21723 0.4801
H 3.61101 2.84742 4.88671 0.5483
H 5.35407 4.16659 1.31250 0.4507
H 6.55937 5.93816 2.53309 0.3685
C -2.61490 -0.69584 -4.18149 -0.1788
C -1.54246 -1.26880 -4.87358 -0.1531
C -1.41592 -1.04265 -6.24636 -0.0681
C -2.28617 -0.16269 -6.89507 -0.4625
C -3.27471 0.49184 -6.09977 -0.4363
C -3.57931 0.15590 -4.80953 -1.1219
N -2.15862 0.11271 -8.32422 1.0816
O -2.95539 0.90132 -8.82737 -0.6288
O -1.22200 -0.40665 -8.92619 -0.5999
H -2.69158 -0.81370 -3.11068 0.5478
H -0.91634 -1.97451 -4.34789 0.4943
H -0.56806 -1.49389 -6.74023 0.5411
H -3.89036 1.22884 -6.59393 0.4518
H -4.44183 0.60436 -4.33905 0.4989
C 2.43540 -2.28932 -2.44030 -0.4662
C 3.26116 -3.42522 -2.56259 -0.8509
C 3.80881 -3.71695 -3.84950 -0.5543
C 3.44357 -2.91464 -4.92628 -0.0627
C 2.46483 -1.89358 -4.88322 -0.3656
C 1.98412 -1.56343 -3.58179 -0.1234
N 4.13094 -3.15330 -6.18524 0.9787
O 4.79866 -4.17122 -6.34627 -0.6157
O 3.98591 -2.28621 -7.09051 -0.5752
H 2.06331 -1.96067 -1.48117 0.3236
H 3.50119 -3.98385 -1.67000 0.5439
H 4.55320 -4.49432 -3.76034 0.4261
H 2.19266 -1.23874 -5.69778 0.5441
H 1.39955 -0.65563 -3.55743 0.6993
O 1.60973 -0.95198 0.69806 -0.5300
S 0.82559 0.09434 0.01050 0.1597
O 1.48597 0.99199 -0.94327 0.3358
O -0.50070 -0.63354 -0.69998 -0.1752
C -1.15166 -1.81256 -0.12095 0.3268
C -0.71285 -3.08134 -0.85370 0.7724
C -0.01741 1.14025 1.24245 -0.2701
H -2.21534 -1.64028 -0.28530 -0.1061
H -0.87166 -1.78118 0.93200 0.1986
H 0.34699 -3.24377 -0.65762 -0.0070
H -0.91856 -3.03141 -1.92295 -0.2252
H -1.20571 -3.93624 -0.39073 -0.6190
H 0.76109 1.58729 1.86068 -0.1588
H -0.55539 0.48557 1.92807 0.0048
H -0.65269 1.88323 0.76027 0.3552
O 6.29296 4.56427 -5.31969 -0.6448
S 4.92300 4.39559 -5.70828 1.2202
O 4.49802 4.08610 -7.11135 -0.6290
O 4.30282 3.19916 -4.74169 -0.1114
C 4.57379 3.24847 -3.36111 -0.4695
C 3.84838 2.12878 -2.57015 -0.2780
C 3.98768 5.88603 -5.12921 -0.9541
H 4.30328 4.26566 -3.07784 0.2459
H 5.65177 3.20787 -3.20487 0.3219
H 4.11673 1.11330 -2.86152 0.4931
H 2.76987 2.27389 -2.63232 -0.3501
H 4.11247 2.22146 -1.51670 0.1671
H 4.57672 6.28936 -4.30552 0.3752
H 2.92610 5.67671 -4.99756 0.2089
H 4.12181 6.56879 -5.96822 0.4630
O 0.18918 -4.54438 3.62952 -0.5226
S -0.95183 -3.77551 4.06621 0.7954
O -0.83865 -2.43301 4.70033 -0.4309
O -2.06494 -3.79662 2.85463 0.1451
C -3.15837 -2.89325 2.97684 -0.1031
C -4.04806 -3.26608 1.78730 -0.5907
C -1.77364 -4.76782 5.43504 -1.1204
H -2.82062 -1.87570 2.78036 -0.1977
H -3.69686 -3.03706 3.91356 0.5597
H -3.42851 -3.43480 0.90651 -0.1336
H -4.80841 -2.49314 1.67545 0.1102
H -4.48929 -4.25100 1.94015 0.3757
H -2.38944 -5.50641 4.92186 0.3691
H -2.39335 -4.13613 6.07145 0.3561
H -1.05778 -5.34789 6.01744 0.3514
O 0.26523 6.48377 -1.78651 -0.6681
S 1.55438 6.06538 -1.23812 1.3035
O 2.82521 6.54750 -1.77992 -0.6308
O 1.51282 6.49917 0.37071 -0.3353
C 2.77734 6.55551 1.03789 0.0828
C 2.66798 6.69475 2.53366 -0.7775
C 1.50579 4.27051 -1.04132 0.8813
H 3.30034 7.46984 0.75757 0.2105
H 3.43676 5.72523 0.78513 0.1793
H 2.26632 5.78262 2.97501 -0.2747
H 2.08921 7.54373 2.89747 0.4853
H 3.66183 6.71906 2.98065 0.3041
H 2.48302 3.79707 -0.94663 -0.2357
H 0.95260 3.92976 -1.91651 -0.0143
H 0.86858 4.06521 -0.18114 -0.5465

***

180
Properties=species:S:1:pos:R:3:mulliken_charge:R:1 method="wB97M-V/def2-TZVPD" orbital_gap_ev=8.1782 fmax_ev_per_a=2.18 total_charge=0
C -2.61669 -3.92671 1.23690 -2.1417
C -3.07432 -3.01200 2.38253 1.8629
C -3.57506 -3.88853 3.54230 -1.9059
C -1.82661 -2.24547 2.85914 -0.5035
C -2.17079 -1.06198 3.76084 -1.4821
C -3.14887 -0.14157 3.02196 -0.4008
C -4.43283 -0.87109 2.58553 1.9453
C -5.31032 -1.10954 3.82552 -1.9099
C -5.12463 0.10889 1.61148 -1.9044
N -4.07942 -2.08563 1.83270 1.0357
O -5.26719 -2.74350 1.42095 -0.5626
H -1.93907 -4.71963 1.54240 0.1639
H -3.49811 -4.38802 0.78372 0.5922
H -2.18580 -3.27351 0.47369 0.2531
H -4.62348 -4.18116 3.46176 0.3409
H -3.00572 -4.81111 3.66420 0.4032
H -3.47891 -3.34558 4.48580 0.3127
H -1.12532 -2.95110 3.30660 0.6155
H -1.31023 -1.85435 1.97631 -0.4309
H -2.59324 -1.31180 4.73733 0.6733
H -1.25197 -0.52241 4.00944 0.3986
H -2.63005 0.22902 2.13338 -0.8636
H -3.37550 0.72293 3.64573 0.8727
H -6.23426 -1.62329 3.54654 0.4062
H -5.60914 -0.13347 4.21300 0.4636
H -4.89296 -1.72259 4.62237 0.2580
H -4.66239 -0.04668 0.63241 0.2120
H -5.21843 1.12655 1.97045 0.2816
H -6.13880 -0.21061 1.33619 0.5066
H -5.18772 -2.67269 0.46361 0.3297
C 0.19729 1.83769 1.55654 -0.1402
C 1.08467 1.64857 0.32114 1.9677
C 2.14412 2.76073 0.34002 -1.6850
C 1.88801 0.35081 0.41813 -0.9904
C 1.01934 -0.88894 0.05695 1.3727
C 0.36604 -0.66183 -1.30967 -0.4415
C -0.46848 0.63862 -1.45077 3.0394
C -0.73816 0.79700 -2.92879 -2.5391
C -1.78434 0.47429 -0.66432 -0.2196
N 0.39318 1.71295 -0.95089 1.6786
O -0.02384 2.99776 -1.34536 -0.5095
H -0.48774 2.67259 1.41845 0.5264
H -0.37575 0.90498 1.61094 -1.2536
H 0.77354 1.90075 2.47558 -0.1138
H 1.72022 3.76451 0.42359 0.1436
H 2.76576 2.61703 1.22721 0.2140
H 2.79072 2.67581 -0.53515 -0.1383
H 2.73663 0.35656 -0.27277 -0.6960
H 2.25220 0.15489 1.42872 0.8874
H 1.60162 -1.80427 0.05044 -0.7632
H 0.38269 -0.94142 0.94786 -0.9259
H -0.40292 -1.42821 -1.43986 0.9435
H 1.19720 -0.66578 -2.01436 -0.9727
H -1.34344 1.67128 -3.18721 0.4673
H -1.35449 -0.00791 -3.33478 0.5347
H 0.16463 0.88758 -3.52471 -0.1194
H -1.75248 -0.20917 0.19129 -0.5486
H -2.60830 0.16141 -1.30819 0.2030
H -2.11750 1.38782 -0.15591 -0.4019
H -0.81082 3.16169 -0.80091 0.1268
C 3.12002 -5.87528 0.09991 -1.8820
C 1.74531 -5.35585 0.60979 1.5160
C 2.02465 -4.54212 1.88254 -1.5178
C 1.24207 -4.34071 -0.41008 1.8862
C 0.53492 -4.93316 -1.61779 -1.0985
C -0.61019 -5.87158 -1.23015 -0.9816
C -0.12595 -6.91394 -0.18792 1.3096
C -1.35915 -7.54576 0.46826 -1.7979
C 0.70436 -8.01268 -0.88618 -1.7396
N 0.64869 -6.26234 0.86740 1.1002
O 0.92641 -7.12735 1.95927 -0.5695
H 3.87814 -5.10503 0.22915 0.3924
H 3.42689 -6.68045 0.77533 0.4030
H 3.04036 -6.26427 -0.91101 0.2536
H 2.53512 -3.59153 1.71399 0.1930
H 1.07869 -4.29139 2.37108 0.0361
H 2.63647 -5.09794 2.59682 0.3976
H 0.47209 -3.66577 -0.01106 -1.0820
H 1.98495 -3.63383 -0.78663 -0.1990
H 0.29031 -4.16971 -2.36317 0.5135
H 1.22271 -5.48309 -2.27731 0.1010
H -0.94891 -6.41152 -2.11241 0.5934
H -1.42817 -5.31804 -0.76315 -0.0609
H -2.15220 -7.70693 -0.26626 0.3831
H -1.76874 -6.99118 1.30960 0.2813
H -1.08928 -8.55746 0.77750 0.3992
H 1.71682 -7.68242 -1.11020 0.2598
H 0.23656 -8.35847 -1.80854 0.3849
H 0.89394 -8.86803 -0.23279 0.4270
H 0.33988 -6.77525 2.63669 0.3251
O -2.52280 5.12657 -1.41660 -0.5110
C -2.86483 4.95021 -0.28673 0.4661
O -3.86071 5.61033 0.32476 -0.3971
C -4.06248 5.07482 1.63211 -0.4352
C -2.97851 3.99738 1.78281 1.1110
F -3.53367 2.76462 1.98398 -0.2528
O -2.30622 4.08014 0.55651 -0.0526
H -3.96751 5.81960 2.42034 0.3383
H -5.04589 4.61226 1.70474 0.2651
H -2.26616 4.15122 2.59369 -0.6104
O 4.12585 2.23849 3.29754 -0.4849
C 4.55275 3.10059 3.99575 0.5632
O 3.82730 3.87199 4.78956 -0.1306
C 4.64058 4.83555 5.46319 -0.2575
C 6.03377 4.36175 5.09776 0.1653
F 6.70488 3.76359 6.13577 -0.3210
O 5.87856 3.42403 4.06765 -0.3332
H 4.52702 5.82588 5.01635 0.1479
H 4.39824 4.94773 6.51557 0.3514
H 6.64263 5.21686 4.80053 0.2977
O 5.33041 3.85500 -3.61988 -0.5539
C 4.25838 3.36287 -3.64665 0.4562
O 3.14115 3.94170 -4.11371 -0.4569
C 2.00803 3.14465 -3.78171 0.5405
C 2.66763 1.78042 -3.67647 2.2289
F 2.84577 1.26746 -4.94330 -0.3657
O 3.89001 2.14429 -3.09752 -0.1118
H 1.54132 3.44607 -2.84403 -0.1013
H 1.22792 3.18450 -4.53913 0.2205
H 2.26832 1.00489 -3.02858 -1.6022
O 3.40210 -5.48978 -4.31568 -0.5570
C 3.23186 -4.32893 -4.55624 0.5092
O 3.94278 -3.59894 -5.40959 -0.3620
C 3.30254 -2.33732 -5.60712 -0.3546
C 2.43168 -2.27788 -4.35361 1.0592
F 1.21126 -1.71941 -4.58996 -0.2461
O 2.28774 -3.60858 -3.92235 -0.1513
H 4.03177 -1.53315 -5.67874 0.2830
H 2.71232 -2.26185 -6.52460 0.2282
H 2.92395 -1.68149 -3.58145 -0.5067
O 1.64479 8.69386 4.63636 -0.5432
C 1.75316 7.82223 3.84551 0.5837
O 2.11113 6.58115 4.16107 -0.4103
C 2.01506 5.70260 3.04639 0.5635
C 1.61515 6.68116 1.92774 0.3830
F 0.29887 6.46409 1.59781 -0.2836
O 1.68531 7.97708 2.49708 -0.3786
H 3.00285 5.33905 2.75860 0.2039
H 1.31827 4.88391 3.17175 -0.5446
H 2.21679 6.57309 1.02632 0.3825
C -5.53816 -0.13643 -5.64735 -1.3393
C -4.77273 -0.17913 -4.34893 0.8404
C -5.37671 0.61039 -3.20217 -0.6465
O -3.73632 -0.78434 -4.24135 -0.5227
H -4.93536 -0.50204 -6.47537 0.2974
H -5.90849 0.87115 -5.83325 0.3562
H -6.38265 -0.82238 -5.53906 0.3998
H -6.45980 0.50155 -3.26677 0.4512
H -5.00328 1.62950 -3.28689 0.2749
H -5.09154 0.15951 -2.25267 -0.0880
C 0.11825 3.08343 4.91398 -0.1421
C -0.33997 4.49869 5.08491 1.1163
C -0.17420 5.16118 6.42929 -1.5200
O -0.93492 5.06613 4.18648 -0.5432
H 1.18963 3.06794 4.68509 -0.0698
H -0.35576 2.63411 4.04573 -0.3815
H -0.07589 2.53420 5.83419 0.6513
H -0.64665 4.52944 7.17977 0.4085
H -0.75554 6.08385 6.33939 0.3777
H 0.80370 5.56864 6.68218 0.2385
C -2.40543 2.78404 -6.65179 -1.2105
C -1.26438 1.79596 -6.77483 0.8946
C -1.13039 1.10192 -8.09834 -1.2964
O -0.52271 1.66205 -5.82944 -0.3403
H -2.54968 3.16309 -5.64574 0.2418
H -3.29803 2.32223 -7.08178 0.3357
H -2.16570 3.64282 -7.28733 0.3877
H -0.20645 0.53732 -8.22660 0.3017
H -1.09606 1.84054 -8.90198 0.3801
H -1.94612 0.39547 -8.25470 0.3303
C 5.74736 0.56232 -0.90287 -1.2629
C 5.15474 -0.66177 -1.58194 0.9131
C 4.59187 -1.76274 -0.72064 -0.4458
O 5.06685 -0.70539 -2.78769 -0.5614
H 6.80996 0.28758 -0.79775 0.4853
H 5.48674 0.53546 0.15786 0.3195
H 5.71127 1.52188 -1.40209 0.1438
H 4.83362 -1.64458 0.33709 0.3444
H 4.97507 -2.73530 -1.03489 0.5462
H 3.50428 -1.83271 -0.76606 -0.3946